The following is a DFT calculation (ωB97M-V with the def2-TZVPD basis set) of a molecular structure, C49H48AsBrCl3LaN7O10P in a non-equilibrium geometry.

**HOMO**: -2.9 eV
**ΔE to the lowest compared entry with this formula, charge and spin**: 25.20 kcal per mole
**LUMO**: 3.295 eV
**Total charge**: -2

```
121
Properties=species:S:1:pos:R:3:mulliken_charge:R:1
La 0.757 -3.064 2.218 2.409
O -0.732 -4.955 -3.910 -0.532
C -0.949 -4.539 -2.607 1.032
C -1.162 -3.211 -2.228 -0.521
C -0.873 -2.911 -0.876 -0.389
N -0.383 -3.840 -0.047 0.423
C -0.584 -5.131 -0.300 0.154
C -0.872 -5.525 -1.641 -0.722
C -0.274 -6.086 0.915 0.052
O -0.712 -7.222 0.805 -0.761
O 0.150 -5.464 1.921 -0.678
C -1.128 -1.511 -0.257 0.215
O -1.431 -0.478 -0.900 -0.850
O -0.874 -1.490 1.001 -0.546
H -1.069 -4.259 -4.518 0.295
H -1.488 -2.460 -2.969 0.401
H -0.946 -6.545 -1.942 0.561
Br 4.467 -0.186 5.742 -0.220
C 2.679 -0.509 6.390 0.192
C 2.547 -0.094 7.712 -0.410
C 1.378 -0.440 8.414 -0.341
C 0.426 -1.186 7.743 -0.655
C 0.738 -1.517 6.396 0.589
N 1.835 -1.174 5.720 -0.127
C -0.206 -2.493 5.604 -0.087
O -1.182 -2.983 6.232 -0.752
O 0.152 -2.599 4.372 0.094
H 3.402 0.407 8.186 0.341
H 1.214 -0.264 9.499 0.325
H -0.488 -1.665 8.168 0.371
C -3.939 0.943 2.557 -0.799
N -4.138 -0.105 3.544 -0.075
C -3.498 0.161 4.846 -0.653
C -3.984 -1.448 3.001 -0.419
C -4.158 -2.610 4.015 -0.323
N -3.928 -3.967 3.581 0.303
C -4.355 -4.329 2.236 -0.929
C -3.335 -4.970 4.439 -0.661
H -4.875 1.494 2.447 0.228
H -3.550 0.574 1.612 0.302
H -3.198 1.667 2.920 0.179
H -4.138 -0.053 5.693 0.190
H -3.197 1.229 4.844 0.485
H -2.572 -0.548 4.874 0.000
H -2.985 -1.502 2.511 0.167
H -4.739 -1.453 2.190 0.465
H -5.156 -2.530 4.440 -0.011
H -3.412 -2.559 4.839 0.080
H -5.429 -4.199 2.187 0.343
H -4.005 -5.366 1.946 0.323
H -3.834 -3.682 1.488 0.113
H -4.074 -5.742 4.751 0.280
H -2.884 -4.486 5.288 0.211
H -2.568 -5.561 3.887 0.151
O 2.451 -2.907 0.423 -0.474
H 2.653 -2.344 -0.339 0.093
H 3.348 -3.334 0.838 0.362
Cl 5.650 -6.563 2.044 -0.166
C 4.545 -5.730 3.206 0.438
Cl 5.550 -5.152 4.603 -0.172
Cl 3.479 -6.955 3.754 -0.121
C 3.716 -4.485 2.719 0.469
O 4.306 -3.844 1.822 -0.715
O 2.508 -4.247 3.192 -0.666
N 1.377 -0.514 2.251 -0.952
C 0.904 0.564 2.140 0.682
N 0.403 1.733 1.937 -0.404
C -0.389 2.302 2.779 0.645
N -1.124 2.863 3.488 -0.869
C 0.787 3.366 -2.849 -0.554
C -0.685 3.145 -2.493 -0.976
As -2.086 3.853 -3.734 0.290
C -1.039 5.000 -4.933 0.155
C -0.972 6.341 -4.583 -0.333
C -0.552 7.319 -5.475 -0.411
C -0.119 6.992 -6.749 -0.481
C -0.323 5.668 -7.165 -0.683
C -0.684 4.661 -6.270 -0.131
C -2.331 2.383 -5.055 0.143
C -1.778 1.129 -4.875 -0.121
C -2.102 0.083 -5.710 -0.548
C -2.909 0.303 -6.843 -0.618
C -3.432 1.562 -7.057 -0.584
C -3.107 2.668 -6.169 -0.338
P 1.836 2.128 -1.989 0.717
C 3.262 2.038 -3.095 0.013
C 3.651 0.741 -3.484 -0.513
C 4.664 0.491 -4.389 -0.437
C 5.352 1.609 -4.926 -0.475
C 5.083 2.871 -4.433 -0.580
C 3.996 3.130 -3.535 0.131
C 2.584 3.214 -0.753 0.685
C 3.958 3.217 -0.401 -0.742
C 4.370 3.915 0.708 -0.504
C 3.473 4.646 1.483 -0.669
C 2.132 4.627 1.116 -0.284
C 1.685 3.966 0.004 -0.294
H 1.038 4.400 -2.521 0.440
H 0.928 3.295 -3.963 0.437
H -1.051 3.684 -1.557 0.428
H -0.988 2.132 -2.431 0.018
H -1.263 6.629 -3.506 0.213
H -0.458 8.349 -5.045 0.281
H 0.270 7.720 -7.484 0.340
H -0.264 5.448 -8.203 0.376
H -0.591 3.627 -6.540 0.585
H -1.156 0.931 -4.006 0.382
H -1.721 -0.912 -5.500 0.406
H -3.064 -0.474 -7.523 0.449
H -4.072 1.794 -7.911 0.331
H -3.519 3.652 -6.419 0.395
H 3.014 -0.086 -3.113 0.284
H 4.951 -0.521 -4.623 0.420
H 6.132 1.475 -5.656 0.383
H 5.677 3.795 -4.679 0.281
H 3.714 4.195 -3.271 0.269
H 4.603 2.646 -1.030 0.454
H 5.419 3.863 0.989 0.343
H 3.836 5.207 2.341 0.367
H 1.415 5.189 1.697 0.413
H 0.617 3.948 -0.224 -0.110
```